--- 1 ---
A cluster of 2 separate species, C3H8O2 in total, computed with ωB97M-V/def2-TZVPD.

Computed properties:
charge = 0
HOMO level = -9.22 eV
gap between HOMO and LUMO = 9.9 eV
E_LUMO = 0.7 eV

Atoms and positions in Å:
C 1.38 -1.39 0.22
C 0.75 -0.82 -1.04
C -0.56 -0.82 -1.28
O -1.07 -0.21 -2.39
H 0.89 -2.34 0.47
H 2.41 -1.70 -0.02
H 1.25 -0.87 1.17
H 1.45 -0.25 -1.66
H -1.24 -1.32 -0.59
H -0.80 -0.59 -3.21
H -1.87 3.67 2.07
H -0.98 2.97 3.25
O -1.61 3.67 3.01

--- 2 ---
A cluster of 2 separate species, C3H8O2 in total, computed with ωB97M-V/def2-TZVPD.

Computed properties:
charge = 0
HOMO level = -10.98 eV
gap between HOMO and LUMO = 11.6 eV
E_LUMO = 0.6 eV

Atoms and positions in Å:
C -1.21 0.92 2.78
C -0.76 0.02 1.63
H -2.28 0.77 2.99
H -0.62 0.74 3.68
H -1.18 1.99 2.62
H -0.99 -1.05 1.72
H 0.31 -0.03 1.43
H -1.36 0.34 0.78
O 1.58 -0.81 -0.98
C 0.68 -0.72 -1.74
O 0.12 0.47 -2.03
H 0.17 -1.58 -2.19
H 0.00 0.60 -2.96

Energies, relative to the best one, in kJ/mol: 1 77.0; 2 0.0.

--- 1 ---
A cluster of 2 separate species, C3H9N2OP in total, computed with ωB97M-V/def2-TZVPD.

Computed properties:
charge = 0
HOMO level (alpha / beta) = -8.59 / -8.59 eV
gap between HOMO and LUMO (alpha / beta) = 8.8 / 8.8 eV
E_LUMO (alpha / beta) = 0.2 / 0.2 eV

Atoms and positions in Å:
C -1.99 -1.02 0.52
C -0.71 -1.03 0.88
C 0.05 1.19 1.49
N 0.20 0.23 -1.55
N 2.09 -0.10 0.16
O 1.40 2.23 -0.59
P 0.66 0.83 -0.08
H -2.66 -1.85 0.54
H -2.43 -0.09 0.37
H -0.22 -1.78 1.35
H -0.96 1.53 1.68
H -0.52 0.50 -2.16
H 1.19 0.20 -2.08
H 2.32 0.06 1.13
H 1.74 -1.05 0.25
H 1.47 2.93 -0.03

--- 2 ---
An isolated molecule of C3H9N2OP, computed with ωB97M-V/def2-TZVPD.

Computed properties:
charge = 0
HOMO level = -8.60 eV
gap between HOMO and LUMO = 9.6 eV
E_LUMO = 1.0 eV

Atoms and positions in Å:
C -0.44 -0.62 0.80
C 0.01 -0.09 -0.53
C -0.37 1.40 -0.72
N 0.06 -2.05 0.92
N 1.37 -0.21 -0.60
O 2.37 -1.63 1.74
P 1.68 -2.04 0.39
H -0.12 0.02 1.76
H -1.53 -0.73 0.85
H -0.43 -0.84 -1.21
H 0.13 1.84 0.16
H -1.57 1.51 -0.41
H -0.12 1.78 -1.75
H -0.52 -2.49 0.22
H 1.86 -0.31 -1.46
H 1.90 -1.03 2.20

Energies, relative to the best one, in kJ/mol: 1 356.9; 2 0.0.

--- 1 ---
A cluster of 2 separate species, C5H13NP in total, computed with ωB97M-V/def2-TZVPD.

Computed properties:
charge = +1
HOMO level = -11.65 eV
gap between HOMO and LUMO = 6.5 eV
E_LUMO = -5.1 eV

Atoms and positions in Å:
C -3.37 -1.70 2.71
C -1.53 1.31 2.66
C 2.82 -0.46 -2.71
C -1.40 -0.15 3.10
C 1.70 0.52 -2.60
N -2.38 -0.95 2.83
P 0.54 0.31 -1.06
H -4.13 -1.33 3.41
H -3.64 -2.52 2.02
H -1.35 1.39 1.54
H -2.47 1.76 2.95
H -0.76 1.90 3.20
H 3.57 -0.41 -1.89
H 2.37 -1.38 -2.91
H 3.61 -0.12 -3.36
H -0.26 1.42 -1.46
H -0.53 -0.50 3.82
H 0.86 0.37 -3.34
H 1.95 1.63 -2.43
H 0.94 1.22 -0.11

--- 2 ---
The ion C5H13NP with charge +1, computed with ωB97M-V/def2-TZVPD.

Computed properties:
charge = +1
HOMO level = -13.19 eV
gap between HOMO and LUMO = 7.2 eV
E_LUMO = -6.0 eV

Atoms and positions in Å:
C -0.21 -1.13 0.39
C 2.87 0.64 -0.62
C -3.43 0.67 0.68
C 1.12 -1.06 -0.04
C 2.10 -0.11 0.48
N -2.69 0.00 -0.34
P -1.24 0.05 -0.82
H -0.42 -0.68 1.37
H 3.66 1.23 -0.17
H 2.21 1.31 -1.16
H 3.32 -0.06 -1.33
H -4.45 0.77 0.32
H -3.04 1.66 0.95
H -3.47 0.05 1.58
H 1.45 -1.72 -0.83
H -0.73 -2.08 0.24
H 1.66 0.59 1.19
H 2.84 -0.71 1.03
H -1.15 -0.60 -2.03
H -0.41 1.18 -0.88

--- 3 ---
A cluster of 2 separate species, C5H13NP in total, computed with ωB97M-V/def2-TZVPD.

Computed properties:
charge = +1
HOMO level = -12.97 eV
gap between HOMO and LUMO = 8.1 eV
E_LUMO = -4.9 eV

Atoms and positions in Å:
C -0.61 -0.18 2.40
C 0.05 1.21 -0.87
C 0.36 0.02 -1.80
C -0.79 -0.50 -2.55
C 2.08 -0.21 0.53
N -1.93 -0.20 2.55
P 0.32 -0.34 0.07
H -0.27 -1.23 2.51
H -0.06 0.63 2.56
H 0.68 2.09 -0.87
H -0.88 1.65 -0.98
H 1.25 -0.24 -2.36
H -0.84 0.05 -3.50
H -1.64 -0.49 -2.01
H -0.76 -1.41 -3.02
H 2.88 -0.59 -0.24
H 2.37 -0.74 1.37
H 2.51 0.86 0.80
H -2.43 -1.06 2.53
H -2.29 0.67 2.86

--- 4 ---
The ion C5H13NP with charge +1, computed with ωB97M-V/def2-TZVPD.

Computed properties:
charge = +1
HOMO level (alpha / beta) = -13.80 / -13.78 eV
gap between HOMO and LUMO (alpha / beta) = 7.9 / 7.8 eV
E_LUMO (alpha / beta) = -5.9 / -6.0 eV

Atoms and positions in Å:
C 0.38 0.60 -0.53
C 0.28 2.11 -0.39
C -0.38 -2.21 0.06
C 1.24 0.09 -1.57
C -1.68 0.10 1.50
N 1.09 -0.09 1.72
P -0.13 -0.50 0.76
H 0.10 2.59 -1.35
H -0.60 2.24 0.15
H 1.34 2.33 0.12
H 0.54 -2.56 -0.15
H -1.14 -2.01 -0.58
H -0.73 -2.78 0.88
H 1.11 0.41 -2.59
H 1.45 -0.98 -1.66
H 2.25 0.46 -1.75
H -2.15 0.65 0.76
H -1.41 0.84 2.27
H -2.06 -0.93 1.85
H 2.02 -0.35 1.43

Energies, relative to the best one, in kJ/mol: 1 79.1; 2 0.0; 3 10.1; 4 38.1.

--- 1 ---
A cluster of 3 separate species, C5H15NO2 in total, computed with ωB97M-V/def2-TZVPD.

Computed properties:
charge = 0
HOMO level = -7.44 eV
gap between HOMO and LUMO = 8.2 eV
E_LUMO = 0.8 eV

Atoms and positions in Å:
C -1.90 -0.26 -1.12
C -0.79 -1.35 -0.79
C -0.02 -0.97 0.46
C -0.62 -0.20 1.38
C 2.00 -2.16 -0.30
N 1.32 -1.19 0.54
H -2.75 -0.33 -0.41
H -1.25 0.66 -0.96
H -2.40 -0.33 -2.09
H -0.05 -1.09 -1.60
H -1.16 -2.39 -0.83
H -0.26 0.32 2.26
H -1.69 -0.04 1.37
H 3.03 -1.81 -0.25
H 1.72 -2.18 -1.36
H 2.10 -3.25 -0.26
H 1.87 -1.08 1.37
H 3.52 3.01 3.46
H 2.51 3.36 2.39
O 3.46 3.24 2.52
H -3.27 2.18 -2.40
H -2.72 3.40 -1.65
O -2.64 2.44 -1.73

--- 2 ---
A cluster of 3 separate species, C5H15NO2 in total, computed with ωB97M-V/def2-TZVPD.

Computed properties:
charge = 0
HOMO level = -9.33 eV
gap between HOMO and LUMO = 10.1 eV
E_LUMO = 0.8 eV

Atoms and positions in Å:
C 1.31 1.95 -0.30
C 0.03 1.21 0.11
C 0.09 -0.26 -0.19
C -0.99 -1.04 -0.07
C -1.04 -2.44 -0.57
N 2.25 1.74 0.83
H 1.23 3.01 -0.56
H 1.75 1.55 -1.22
H -0.85 1.69 -0.32
H -0.12 1.46 1.17
H 1.01 -0.71 -0.56
H -1.92 -0.67 0.36
H -1.92 -2.67 -1.17
H -1.09 -3.12 0.30
H -0.21 -2.83 -1.16
H 3.20 2.00 0.59
H 1.95 2.14 1.71
H 1.03 -1.05 1.91
H -0.22 -0.92 2.58
O 0.58 -1.40 2.69
H -1.20 0.31 -2.45
H -2.52 0.40 -1.70
O -2.16 0.23 -2.56

--- 3 ---
A cluster of 3 separate species, C5H15NO2 in total, computed with ωB97M-V/def2-TZVPD.

Computed properties:
charge = 0
HOMO level = -8.91 eV
gap between HOMO and LUMO = 9.5 eV
E_LUMO = 0.6 eV

Atoms and positions in Å:
C -0.32 -1.41 -0.72
N 0.77 -0.74 0.00
C 1.60 -1.88 0.59
C 0.22 -0.03 1.17
C -1.12 -0.68 1.49
C -1.58 -1.37 0.21
H -0.58 -0.91 -1.65
H -0.17 -2.45 -0.94
H 0.91 -2.70 0.71
H 2.33 -2.21 -0.15
H 2.05 -1.62 1.54
H 0.87 -0.10 2.05
H 0.20 1.03 0.93
H -1.14 -1.37 2.34
H -1.83 0.04 1.92
H -2.47 -0.92 -0.25
H -2.01 -2.34 0.49
H -3.63 4.51 0.11
H -3.95 5.83 -0.63
O -4.22 5.27 0.11
H 3.61 -0.31 -2.19
H 4.66 -0.66 -3.14
O 4.56 -0.17 -2.32

Energies, relative to the best one, in kJ/mol: 1 107.9; 2 0.0; 3 18.9.

--- 1 ---
A cluster of 2 separate species, C5H15NO2 in total, computed with ωB97M-V/def2-TZVPD.

Computed properties:
charge = 0
HOMO level = -8.94 eV
gap between HOMO and LUMO = 9.6 eV
E_LUMO = 0.7 eV

Atoms and positions in Å:
C -0.87 -0.29 1.15
O -0.72 -1.55 1.81
C 0.27 0.00 0.20
C 0.23 1.46 -0.34
C -0.91 1.72 -1.36
C -1.42 3.17 -1.28
N 0.30 -0.94 -0.94
H -1.82 -0.32 0.65
H -0.96 0.53 1.87
H -0.06 -1.44 2.49
H 1.27 -0.06 0.64
H 0.01 2.09 0.54
H 1.18 1.70 -0.81
H -0.57 1.44 -2.35
H -1.75 1.09 -1.05
H -0.70 3.85 -1.72
H -1.72 3.37 -0.27
H -2.33 3.27 -1.87
H 0.93 -1.70 -0.72
H -0.58 -1.44 -1.10
H 2.34 -3.80 0.95
H 3.03 -3.14 -0.23
O 2.65 -2.93 0.63

--- 2 ---
A cluster of 2 separate species, C5H15NO2 in total, computed with ωB97M-V/def2-TZVPD.

Computed properties:
charge = 0
HOMO level = -9.11 eV
gap between HOMO and LUMO = 9.8 eV
E_LUMO = 0.7 eV

Atoms and positions in Å:
C 1.39 -0.02 -1.52
O 2.41 -0.90 -1.08
C 0.29 0.28 -0.46
C 0.16 -0.84 0.55
C -1.12 -0.77 1.41
C -2.22 -1.76 1.00
N -0.98 0.61 -1.09
H 1.83 0.93 -1.81
H 0.95 -0.41 -2.44
H 3.09 -0.41 -0.60
H 0.67 1.14 0.08
H 0.09 -1.78 0.01
H 1.04 -0.94 1.18
H -0.90 -1.00 2.46
H -1.52 0.23 1.38
H -2.30 -1.87 -0.09
H -3.22 -1.38 1.26
H -2.09 -2.71 1.52
H -0.89 1.03 -2.00
H -1.61 -0.18 -1.14
H 1.04 3.51 -0.06
H 1.96 3.47 1.18
O 1.92 3.76 0.26

Energies, relative to the best one, in kJ/mol: 1 0.0; 2 20.9.

--- 1 ---
An isolated molecule of C2HN5O, computed with ωB97M-V/def2-TZVPD.

Computed properties:
charge = 0
HOMO level = -10.13 eV
gap between HOMO and LUMO = 8.0 eV
E_LUMO = -2.1 eV

Atoms and positions in Å:
C 0.81 -0.58 -0.09
C 0.50 1.48 -0.35
H 0.41 2.42 -0.62
N 1.29 0.60 -0.67
N -0.53 1.09 0.70
N -1.48 0.27 0.61
N -1.60 -0.64 -0.35
N -0.51 -1.18 -0.82
O 1.44 -1.10 0.87

--- 2 ---
An isolated molecule of C2HN5O, computed with ωB97M-V/def2-TZVPD.

Computed properties:
charge = 0
HOMO level = -10.14 eV
gap between HOMO and LUMO = 8.8 eV
E_LUMO = -1.4 eV

Atoms and positions in Å:
C 0.60 0.36 -0.89
C -0.31 -0.03 1.47
H -0.24 0.24 2.62
N -0.36 1.40 -0.26
N -0.86 1.17 0.88
N -0.26 -1.23 1.01
N -0.63 -1.37 -0.40
N -0.29 -0.59 -1.28
O 1.92 0.26 -0.72

Energies, relative to the best one, in kJ/mol: 1 0.0; 2 28.3.

--- 1 ---
A cluster of 2 separate species, C2H5N3S2 in total, computed with ωB97M-V/def2-TZVPD.

Computed properties:
charge = 0
HOMO level = -9.42 eV
gap between HOMO and LUMO = 9.9 eV
E_LUMO = 0.5 eV

Atoms and positions in Å:
C -3.06 0.74 -0.08
C -2.59 -0.52 0.17
N -3.23 0.98 -1.39
N -2.93 0.02 -2.14
N 2.74 -0.04 -0.74
S -2.40 -1.32 -1.32
S 1.04 0.10 -0.60
H -3.30 1.50 0.64
H -2.36 -0.99 1.11
H 1.07 1.06 0.34
H 3.03 -0.99 -0.51
H 3.03 0.17 -1.69

--- 2 ---
An isolated molecule of C2H5N3S2, computed with ωB97M-V/def2-TZVPD.

Computed properties:
charge = 0
HOMO level = -8.59 eV
gap between HOMO and LUMO = 9.2 eV
E_LUMO = 0.6 eV

Atoms and positions in Å:
C -1.19 -0.18 0.00
C 0.88 1.19 0.03
H -1.29 -1.71 1.29
H 0.25 -0.82 1.36
H -0.85 1.50 -1.06
H 0.93 2.20 0.44
H 0.97 -1.15 -1.31
N -0.69 -0.95 0.96
N -0.37 0.82 -0.50
N 1.95 0.51 0.05
S -2.73 -0.39 -0.62
S 2.14 -1.01 -0.65

Energies, relative to the best one, in kJ/mol: 1 131.1; 2 0.0.

--- 1 ---
A cluster of 2 separate species, C10H15NO2 in total, computed with ωB97M-V/def2-TZVPD.

Computed properties:
charge = 0
HOMO level = -8.11 eV
gap between HOMO and LUMO = 8.9 eV
E_LUMO = 0.8 eV

Atoms and positions in Å:
C -0.96 -0.69 2.67
C 0.42 -1.22 2.25
C -1.91 -0.78 1.49
O -1.62 -1.27 0.42
N -3.15 -0.22 1.65
H -1.36 -1.40 3.39
H -0.81 0.32 3.04
H 0.36 -2.29 2.07
H -3.68 -0.17 0.80
H -3.59 0.02 2.52
H 1.14 -1.12 3.07
H 0.82 -0.71 1.39
C -0.77 -1.42 -2.34
C 0.61 1.91 -1.07
C -0.23 0.99 -1.68
C 1.87 1.56 -0.63
C 0.15 -0.33 -1.87
C 2.32 0.27 -0.92
C 1.45 -0.66 -1.45
O 2.65 2.40 0.11
H 0.16 2.82 -0.73
H -1.22 1.30 -2.00
H 2.34 3.31 -0.05
H 3.35 0.02 -0.71
H -1.79 -1.06 -2.21
H -0.78 -2.18 -1.55
H 1.83 -1.63 -1.74
H -0.52 -1.80 -3.32

--- 2 ---
A cluster of 2 separate species, C10H15NO2 in total, computed with ωB97M-V/def2-TZVPD.

Computed properties:
charge = 0
HOMO level = -8.76 eV
gap between HOMO and LUMO = 9.4 eV
E_LUMO = 0.6 eV

Atoms and positions in Å:
C -2.06 -0.40 0.12
C -2.17 0.77 1.12
C -2.73 -1.60 0.72
O -3.78 -1.54 1.33
N -2.10 -2.79 0.52
H -2.56 -0.10 -0.80
H -1.05 -0.64 -0.22
H -1.91 0.37 2.11
H -3.20 1.12 1.15
H -2.34 -3.60 1.08
H -1.13 -2.82 0.23
H -1.49 1.58 0.89
C 2.07 3.55 -0.85
C 1.46 0.14 0.78
C 1.58 -0.67 -0.33
C 1.60 1.51 0.55
C 1.88 2.06 -0.69
C 1.94 -0.18 -1.58
C 2.07 1.18 -1.75
O 1.22 -2.01 -0.22
H 1.26 -0.27 1.76
H 1.42 2.18 1.39
H 2.17 -0.89 -2.36
H 1.44 -2.44 -1.05
H 2.60 3.77 -1.77
H 2.62 3.92 0.02
H 2.44 1.55 -2.71
H 1.11 4.06 -0.85

--- 3 ---
A cluster of 2 separate species, C10H15NO2 in total, computed with ωB97M-V/def2-TZVPD.

Computed properties:
charge = 0
HOMO level = -8.53 eV
gap between HOMO and LUMO = 9.3 eV
E_LUMO = 0.8 eV

Atoms and positions in Å:
C 0.42 2.51 -1.21
C 0.38 1.94 0.20
C 0.19 1.50 -2.32
O -0.81 0.82 -2.38
N 1.12 1.59 -3.38
H -0.37 3.27 -1.21
H 1.38 3.01 -1.38
H -0.51 1.40 0.51
H 0.96 0.84 -4.04
H 2.01 1.87 -3.00
H 0.49 2.80 0.87
H 1.26 1.35 0.50
C -2.78 -1.40 0.38
C 0.98 -1.56 0.17
C -0.35 -1.47 -0.20
C 1.32 -1.48 1.53
C -1.33 -1.44 0.81
C 0.37 -1.28 2.50
C -0.98 -1.25 2.12
O 2.67 -1.40 1.80
H 1.82 -1.65 -0.50
H -0.58 -1.18 -1.22
H 3.02 -2.08 2.38
H 0.55 -1.24 3.57
H -3.45 -1.79 1.14
H -2.96 -2.06 -0.47
H -1.71 -1.17 2.91
H -3.11 -0.44 -0.04

--- 4 ---
A cluster of 2 separate species, C10H15NO2 in total, computed with ωB97M-V/def2-TZVPD.

Computed properties:
charge = 0
HOMO level = -8.82 eV
gap between HOMO and LUMO = 9.4 eV
E_LUMO = 0.6 eV

Atoms and positions in Å:
C 1.47 -0.06 -1.71
C 1.87 1.41 -1.47
C 0.42 -0.22 -2.79
O 0.55 -0.95 -3.75
N -0.69 0.55 -2.64
H 2.30 -0.67 -2.05
H 1.08 -0.46 -0.78
H 1.36 1.78 -0.61
H 1.61 2.09 -2.28
H -1.51 0.26 -3.15
H -0.84 1.12 -1.83
H 2.92 1.44 -1.21
C 1.04 -1.23 3.10
C -1.10 1.18 1.12
C -1.89 0.31 0.36
C -0.19 0.67 2.02
C -0.01 -0.72 2.16
C -1.73 -1.05 0.49
C -0.76 -1.56 1.36
O -2.88 0.93 -0.37
H -1.18 2.23 0.89
H 0.32 1.32 2.73
H -2.23 -1.81 -0.11
H -3.41 0.24 -0.80
H 1.73 -1.94 2.63
H 0.58 -1.76 3.93
H -0.53 -2.61 1.23
H 1.69 -0.47 3.52

Energies, relative to the best one, in kJ/mol: 1 30.3; 2 0.0; 3 58.8; 4 13.3.

--- 1 ---
A cluster of 2 separate species, C2H11N4 in total, computed with ωB97M-V/def2-TZVPD.

Computed properties:
charge = +1
HOMO level = -13.14 eV
gap between HOMO and LUMO = 10.2 eV
E_LUMO = -2.9 eV

Atoms and positions in Å:
N 0.43 -1.16 0.27
C 0.60 -1.14 1.76
N 1.80 -1.76 2.31
H 1.37 -1.23 -0.14
H -0.02 -2.07 -0.01
H 0.59 -0.09 2.10
H -0.26 -1.62 2.22
H 1.86 -2.76 1.96
H 2.63 -1.28 1.95
N -1.62 2.42 -2.30
C -1.16 1.27 -1.80
N -0.62 1.14 -0.61
H -1.55 3.31 -1.80
H -2.01 2.44 -3.23
H -1.24 0.40 -2.44
H -0.22 0.15 -0.21
H -0.58 1.98 -0.02

--- 2 ---
A cluster of 2 separate species, C2H11N4 in total, computed with ωB97M-V/def2-TZVPD.

Computed properties:
charge = +1
HOMO level = -13.61 eV
gap between HOMO and LUMO = 10.7 eV
E_LUMO = -2.9 eV

Atoms and positions in Å:
N 0.54 -1.89 1.77
C 0.17 -0.74 1.14
N -1.20 -0.51 1.05
N 0.96 0.08 0.53
H 1.52 -1.98 2.01
H -0.09 -2.28 2.46
H -1.76 -1.04 1.70
H -1.41 0.47 1.12
H 1.93 -0.17 0.65
C -0.22 2.14 -2.24
N -0.19 0.72 -1.82
H -0.74 2.72 -1.48
H 0.79 2.50 -2.35
H -0.75 2.24 -3.19
H -1.12 0.32 -1.68
H 0.35 0.55 -0.89
H 0.27 0.14 -2.52

Energies, relative to the best one, in kJ/mol: 1 57.7; 2 0.0.